Record 1
Entry from the OMol25 dataset: a structure of composition C4H5LiO2Tb (ωB97M-V/def2-TZVPD).

Calculated values
Energy relative to the best compared isomer or geometry (same formula, charge and spin): 0.000 eV
Total charge: +1
E_HOMO (spin up / spin down): -11.39 / -9.56 eV
LUMO level (spin up / spin down): -3.5188 / -3.3073 eV
⟨S²⟩: 12.620
Spin multiplicity: 7

XYZ file:
```
13
Properties=species:S:1:pos:R:3:forces:R:3:lowdin_spin:R:1
C -1.48022 0.45699 -0.57770 2.48 0.11 -2.07 0.00
C -0.79058 -0.80440 -0.17030 -0.74 -1.81 2.29 0.00
C 0.48013 -1.08852 0.25589 -1.49 -0.09 -0.56 0.00
C 1.55302 -0.14190 0.32460 0.25 0.68 -1.27 -0.01
O 2.69646 -0.39053 -0.09105 0.74 0.59 0.63 -0.05
O -2.42046 0.86729 0.28544 0.41 0.64 0.85 0.00
Li -3.23591 1.65332 1.55752 0.26 -0.37 -0.60 0.00
Tb 4.99856 0.94165 -0.37371 -0.83 -0.56 0.07 6.06
H -0.46445 0.96665 -0.86100 -1.44 1.51 0.88 0.00
H -1.86980 0.36314 -1.61866 0.02 -0.43 0.39 0.00
H -1.53191 -1.58003 0.06449 0.38 -0.29 -0.44 0.00
H 0.73753 -2.12016 0.51048 -0.07 0.27 -0.15 0.00
H 1.32765 0.87650 0.69401 0.02 -0.23 -0.03 0.00
```
Forces are in eV/Å.



Record 2
Entry from the OMol25 dataset: a cluster of 2 separate species, C9H14 in total (ωB97M-V/def2-TZVPD).

Calculated values
Energy relative to the best compared isomer or geometry (same formula, charge and spin): 0.277 eV
SMILES: Cc1ccccc1.CC
E_HOMO: -9.04 eV
LUMO level: 1.0729 eV

XYZ file:
```
23
Properties=species:S:1:pos:R:3:forces:R:3:lowdin_charge:R:1
C -1.56000 -2.15298 0.59371 -0.12 -0.16 0.24 -0.17
C -2.53231 -0.98261 0.85370 0.15 -0.59 0.32 -0.16
H -0.51545 -1.85564 0.51699 -0.01 0.17 -0.09 0.05
H -1.61160 -2.88034 1.40558 0.05 0.03 0.01 0.06
H -1.82441 -2.69913 -0.31121 0.04 0.04 -0.07 0.06
H -2.01387 -0.06057 1.11414 -0.02 0.06 -0.25 0.05
H -3.16440 -1.22733 1.71094 -0.07 0.09 -0.12 0.06
H -3.18872 -0.85154 -0.00256 0.00 0.36 -0.02 0.06
C -0.39258 0.20297 -1.91594 0.06 0.78 0.63 -0.04
C 1.80167 -0.10096 -0.69741 0.02 0.65 -0.11 -0.06
C 0.59935 0.58885 -0.83872 0.11 -0.54 -0.06 -0.29
C 2.77719 0.40844 0.15367 0.35 -0.27 -0.47 -0.10
C 2.52541 1.49499 0.96962 -0.24 -0.08 0.57 -0.10
C 0.33406 1.64123 0.03248 -0.22 0.12 -0.33 -0.07
C 1.26354 2.07678 0.96385 -0.12 -0.08 -0.39 -0.09
H 2.00240 -0.96491 -1.31976 0.09 0.07 -0.05 0.11
H 3.78526 0.01001 0.08062 -0.15 -0.18 0.35 0.10
H -1.16207 -0.42706 -1.46686 0.02 -0.22 -0.43 0.05
H 0.09520 -0.22770 -2.78745 -0.09 -0.35 0.16 0.08
H 3.28151 1.82091 1.67026 0.08 0.18 -0.09 0.10
H -0.61439 2.15916 -0.08018 0.04 0.01 0.14 0.11
H 0.98270 2.90102 1.60443 0.25 0.02 0.15 0.10
H -0.86848 1.12641 -2.24990 -0.20 -0.10 -0.09 0.08
```
Forces are in eV/Å.



Record 3
Entry from the OMol25 dataset: a cluster of 2 separate species, Cl3OPS in total (ωB97M-V/def2-TZVPD).

Calculated values
Energy relative to the best compared isomer or geometry (same formula, charge and spin): 3.559 eV
E_HOMO (spin up / spin down): -8.92 / -8.93 eV
LUMO level (spin up / spin down): -4.0455 / -4.0412 eV

XYZ file:
```
6
Properties=species:S:1:pos:R:3:forces:R:3:lowdin_charge:R:1
O -0.22450 0.35347 0.91824 -0.02 0.27 0.72 -0.66
P -0.77247 -0.09913 -0.37019 0.59 -0.23 0.59 -0.04
S 2.56284 0.06893 -0.75064 -0.63 -1.13 -2.88 0.12
Cl -2.50669 0.95165 -0.66848 0.16 -0.06 -0.49 0.21
Cl -1.51204 -2.00933 -0.09156 0.15 0.16 -0.40 0.19
Cl 2.45286 0.73441 0.96263 -0.25 0.98 2.46 0.19
```
Forces are in eV/Å.



Record 4
Entry from the OMol25 dataset: a cluster of 2 separate species, C8H4Br2O3 in total (ωB97M-V/def2-TZVPD).

Calculated values
Energy relative to the best compared isomer or geometry (same formula, charge and spin): 0.182 eV
SMILES: O=C=C1C(Br)=C(Br)[C@H]2C[C@@H]12.O=C=O
E_HOMO: -8.13 eV
LUMO level: 0.2416 eV

XYZ file:
```
17
Properties=species:S:1:pos:R:3:forces:R:3:lowdin_charge:R:1
C 0.85241 0.21594 -0.71174 -1.58 2.08 0.22 -0.15
C -0.56553 0.10896 -1.30673 -0.75 -1.36 0.60 -0.25
C 0.68646 0.47522 0.74545 0.74 -0.30 0.16 -0.24
C -1.52280 0.25652 -0.12955 2.88 0.65 -0.19 -0.79
C 1.67597 0.67319 1.62334 -0.98 -0.79 1.07 -0.08
C 0.18291 -2.71239 0.71279 1.54 -0.65 0.83 -0.46
C 0.24584 1.33463 -1.57687 -0.58 -0.26 0.64 -0.04
C -0.74250 0.47487 0.94910 -2.37 0.55 1.23 -0.72
O 2.43937 0.68867 2.50887 -0.48 0.36 -1.34 0.20
O 1.19332 -2.99928 1.15619 2.28 -0.44 0.88 0.23
O -0.82964 -2.47340 0.28970 -3.79 0.77 -1.69 0.24
Br -3.34568 0.37631 -0.39208 -0.03 -0.14 0.23 0.80
Br -1.54087 0.84146 2.62699 0.31 0.02 0.07 0.76
H 1.73359 -0.30049 -0.92824 0.92 -0.82 -1.21 0.13
H -0.93359 -0.70802 -1.94817 0.85 0.73 -0.39 0.14
H -0.18241 2.22196 -1.09122 0.59 -0.34 -0.05 0.13
H 0.65314 1.52584 -2.52781 0.45 -0.05 -1.07 0.09
```
Forces are in eV/Å.



Record 5
Entry from the OMol25 dataset: a structure of composition C35H46HgN3O9S2Si (ωB97M-V/def2-TZVPD).

Calculated values
Total charge: -2
E_HOMO (spin up / spin down): -0.27 / -2.31 eV
LUMO level (spin up / spin down): 4.3498 / 4.3445 eV
⟨S²⟩: 0.767
Spin multiplicity: 2

XYZ file:
```
97
Properties=species:S:1:pos:R:3:forces:R:3:lowdin_spin:R:1
Hg -0.29675 0.31943 -0.80594 0.26 -0.24 0.57 0.00
C -2.26500 4.56970 1.66506 0.06 0.06 -0.03 0.00
O -2.08111 3.44050 2.52615 0.14 -0.06 -0.12 0.01
C -1.37158 2.53268 1.77268 -0.17 -0.27 0.35 0.00
N -0.93448 2.91010 0.65179 0.13 -0.03 -0.16 -0.01
C -1.28828 4.32052 0.49908 -0.08 0.04 -0.11 0.00
C -1.86243 4.66733 -0.84942 -0.07 0.07 -0.08 0.00
C -2.77782 3.82383 -1.47158 0.07 -0.03 0.04 0.00
C -3.33080 4.17381 -2.69507 -0.04 -0.05 -0.04 0.00
C -2.98759 5.37769 -3.30032 0.06 -0.02 0.10 0.00
C -2.07171 6.22186 -2.68595 -0.01 -0.07 0.03 0.00
C -1.50493 5.85962 -1.46893 -0.08 0.03 -0.03 0.00
C -1.20392 1.19060 2.38534 -0.04 0.03 -0.18 0.03
C -1.43812 1.04028 3.72856 -0.01 -0.10 0.31 0.12
C -1.25135 -0.25154 4.31240 0.02 0.02 -0.17 0.12
C -0.89531 -1.28511 3.49107 -0.09 0.12 0.14 0.03
C -0.70584 -1.06361 2.11149 0.11 -0.06 -0.28 0.18
N -0.83176 0.20665 1.55932 0.15 -0.17 0.09 0.24
C -0.36292 -2.13930 1.23904 -0.05 0.21 0.20 0.09
N -0.12888 -2.08728 -0.02950 -0.17 0.00 -0.15 0.13
C 0.27056 -3.41301 -0.48122 0.12 0.13 0.11 0.01
C -0.08534 -4.30120 0.72600 0.05 0.03 0.07 0.00
O -0.25580 -3.38822 1.81689 0.08 -0.24 -0.09 0.02
C -0.37661 -3.87991 -1.76190 -0.02 0.02 0.02 0.00
C -1.62675 -3.41625 -2.14779 0.01 0.10 -0.05 0.00
C -2.20771 -3.87142 -3.32308 0.00 -0.02 -0.03 0.00
C -1.55506 -4.80767 -4.11396 0.02 0.05 0.04 0.00
C -0.30315 -5.27598 -3.73271 0.00 0.05 0.07 0.00
C 0.28445 -4.80361 -2.56591 -0.04 -0.13 -0.03 0.00
H -2.05271 5.47894 2.22689 0.01 0.00 0.00 0.00
H -3.29865 4.58959 1.31856 -0.09 -0.05 -0.01 0.00
H -0.38388 4.91130 0.63739 0.23 0.07 0.03 0.00
H -3.00768 2.85875 -1.02812 0.00 0.05 -0.10 0.00
H -3.99984 3.48044 -3.19308 0.11 0.01 0.04 0.00
H -3.40714 5.64052 -4.26397 0.00 -0.01 0.00 0.00
H -1.78138 7.15030 -3.16327 0.02 0.01 0.00 0.00
H -0.76839 6.50367 -0.99944 0.01 0.01 0.00 0.00
H -1.74277 1.88851 4.31934 -0.03 0.05 0.03 0.01
H -1.39449 -0.40489 5.37507 0.00 0.00 -0.02 0.01
H -0.75505 -2.28745 3.87257 0.00 0.01 0.02 0.00
H 1.35570 -3.42395 -0.64301 0.05 0.05 0.01 0.01
H 0.70090 -5.00891 0.98644 0.01 -0.04 0.02 0.00
H -1.01793 -4.84252 0.55239 -0.10 0.01 0.04 0.00
H -2.11018 -2.63710 -1.57003 0.00 0.01 -0.01 0.00
H -3.15622 -3.45316 -3.63794 0.04 0.00 0.00 0.00
H -1.99864 -5.14036 -5.04543 -0.01 -0.01 0.02 0.00
H 0.22616 -5.98718 -4.35651 0.01 0.00 0.00 0.00
H 1.27712 -5.14342 -2.28292 -0.02 0.03 -0.01 0.00
O -1.26068 -0.75422 -3.86839 -0.18 0.02 0.05 0.00
S -1.71856 0.53690 -3.36944 0.65 0.37 -0.48 0.00
O -2.53451 1.28268 -4.31572 -0.25 0.00 0.14 0.00
O -0.54470 1.36910 -2.90384 -0.44 -0.19 -0.29 0.00
S -2.76440 0.19018 -1.60856 0.16 -0.01 -0.02 0.00
C 4.03400 0.35190 2.13008 -0.06 0.07 -0.04 0.00
C 5.07355 -0.19579 1.15068 -0.28 -0.02 0.17 0.00
C 6.25021 0.77567 1.01586 -0.05 0.00 -0.17 0.00
C 5.58754 -1.54446 1.64411 0.01 -0.09 0.08 0.00
O 4.47455 -0.45160 -0.09781 0.23 0.19 -0.36 0.00
Si 3.39744 0.44180 -1.02344 0.31 -0.22 -0.02 0.00
O 1.92986 0.27399 -0.50054 -0.48 0.30 -0.02 0.00
O 3.71819 -0.08657 -2.56495 -0.12 -0.06 0.12 0.00
C 3.36261 -1.32577 -3.18227 0.01 0.02 0.15 0.00
C 3.92769 -2.50311 -2.38304 0.01 0.07 0.09 0.00
C 4.00837 -1.28007 -4.55976 0.03 -0.01 -0.13 0.00
C 1.85114 -1.46456 -3.30991 -0.06 0.14 0.05 0.00
O 4.04616 1.97810 -1.00822 -0.08 -0.23 -0.01 0.00
C 3.38848 3.23187 -1.14071 -0.05 -0.07 -0.08 0.00
C 4.47026 4.22345 -1.55232 0.11 0.05 -0.07 0.00
C 2.82801 3.61576 0.22061 -0.04 -0.01 0.10 0.00
C 2.29051 3.18571 -2.20371 0.05 -0.08 0.05 0.00
H 4.45649 0.44554 3.13495 -0.01 0.01 -0.01 0.00
H 3.16602 -0.31157 2.15994 0.05 0.04 0.00 0.00
H 3.68164 1.33352 1.80004 0.03 -0.08 0.05 0.00
H 6.64460 1.03185 2.00375 0.02 -0.01 -0.02 0.00
H 5.92687 1.68390 0.50438 -0.01 -0.04 0.06 0.00
H 7.04808 0.31464 0.42500 -0.04 0.04 0.02 0.00
H 6.09747 -1.43976 2.60747 -0.02 -0.03 -0.04 0.00
H 6.28757 -1.95689 0.91297 -0.02 0.00 0.03 0.00
H 4.75374 -2.24284 1.75560 0.05 0.05 0.00 0.00
H 5.01632 -2.42788 -2.30026 -0.07 0.00 0.00 0.00
H 3.66266 -3.44550 -2.87132 0.02 0.01 -0.01 0.00
H 3.51530 -2.50452 -1.36996 0.03 0.00 -0.08 0.00
H 5.08735 -1.12490 -4.46258 -0.07 -0.02 0.00 0.00
H 3.58682 -0.45214 -5.13527 0.03 -0.05 0.03 0.00
H 3.82670 -2.21380 -5.10059 0.01 0.05 0.00 0.00
H 1.38924 -1.53923 -2.32417 0.03 0.01 -0.01 0.00
H 1.58220 -2.36221 -3.87343 0.02 0.04 -0.03 0.00
H 1.41356 -0.59567 -3.80409 0.01 -0.05 0.00 0.00
H 5.25924 4.25314 -0.79457 -0.03 0.00 -0.05 0.00
H 4.05094 5.22767 -1.66796 0.03 -0.04 0.01 0.00
H 4.91412 3.91216 -2.50191 -0.03 0.03 0.05 0.00
H 3.63209 3.59222 0.96346 -0.05 0.02 -0.03 0.00
H 2.05073 2.90979 0.51762 -0.04 0.01 0.00 0.00
H 2.41244 4.62391 0.19387 -0.11 0.08 0.02 0.00
H 2.69203 2.76331 -3.12929 -0.03 0.05 0.04 0.00
H 1.90784 4.19003 -2.40985 0.00 -0.04 0.03 0.00
H 1.45332 2.56089 -1.88981 0.03 0.02 -0.04 0.00
```
Forces are in eV/Å.



Record 6
Entry from the OMol25 dataset: an isolated molecule of C2H3NP2 (ωB97M-V/def2-TZVPD).

Calculated values
Energy relative to the best compared isomer or geometry (same formula, charge and spin): 0.745 eV
E_HOMO: -9.86 eV
LUMO level: -1.2203 eV

XYZ file:
```
8
Properties=species:S:1:pos:R:3:forces:R:3:lowdin_charge:R:1
C -0.19607 -0.92281 -1.64991 2.56 2.97 1.75 -0.37
C 0.53136 0.16662 -0.84676 -2.72 -1.41 -0.71 -0.52
N -0.66147 -1.69503 -2.33276 -1.16 -1.66 -1.20 0.13
P 0.77021 -1.60123 1.49638 0.31 0.23 -0.80 0.44
P -0.20491 0.02947 0.85424 0.36 -0.41 0.45 0.49
H 1.61070 -0.04466 -0.76938 -0.52 0.86 -0.73 0.06
H -0.00035 1.09649 -1.16711 1.76 -0.27 -0.40 0.06
H 0.10221 -1.31400 2.63996 -0.58 -0.30 1.65 -0.28
```
Forces are in eV/Å.